C16H19ClN2O4S in the gas phase at a distorted geometry, computed with the ωB97M-V functional and the def2-TZVPD basis.

Calculated values
Gap between HOMO and LUMO   9.2 eV
HOMO   -8.84 eV
Calculated total energy   -51427.6812 eV
Energy above the lowest of the compared OMol25 structures with the same formula, charge and spin   1.3 kcal per mole
Structure (SMILES)   CCN(CC)S(=O)(=O)c1ccc(Cl)c(C(=O)NCc2ccco2)c1

Last column: Mulliken charge in e.
Cartesian coordinates (Å):
Cl -2.18 -1.26 -1.88  -0.19
S 0.33 0.47 3.61  1.25
O -0.24 -0.34 -5.13  -0.29
O -0.75 0.76 4.52  -0.70
O 1.25 -0.57 3.98  -0.72
O 1.34 0.87 -1.74  -0.66
N 0.82 -1.25 -2.34  -0.16
N 1.18 1.84 3.20  0.16
C -1.68 -0.50 1.99  -0.37
C -2.22 -0.89 0.78  -0.74
C 0.73 -0.16 -1.54  0.26
C 0.41 3.07 3.31  -0.63
C -1.45 -0.81 -0.38  0.63
C -0.95 -2.10 -6.28  -0.38
C 2.56 1.88 3.65  -0.74
C -0.14 -0.34 -0.33  -0.33
C 2.71 2.17 5.14  -1.12
C 0.48 -1.40 -4.73  0.48
C -0.65 3.14 2.22  -1.22
C -1.10 -0.77 -6.06  -0.45
C 0.38 0.06 0.90  -0.23
C 1.48 -1.21 -3.63  -1.05
C -0.39 -0.02 2.04  0.03
C 0.08 -2.52 -5.41  -0.45
H 1.38 0.46 0.95  0.44
H -0.07 3.13 4.29  0.32
H 2.32 3.16 5.39  0.29
H -1.76 -0.04 -6.50  0.47
H 2.97 0.89 3.43  0.40
H -0.20 2.97 1.24  0.31
H 0.48 -3.51 -5.30  0.46
H 2.24 -2.00 -3.68  0.37
H 1.95 -0.23 -3.71  0.36
H 3.76 2.13 5.42  0.40
H -2.26 -0.55 2.90  0.50
H 1.11 3.90 3.20  0.54
H 2.16 1.43 5.71  0.33
H 0.25 -2.06 -2.14  0.31
H -3.24 -1.26 0.72  0.46
H 3.09 2.63 3.05  0.51
H -1.12 4.12 2.23  0.42
H -1.42 2.39 2.40  0.31
H -1.49 -2.71 -6.97  0.42

***

2 unconnected molecules or ions with the total composition C4H11NS2 at a distorted geometry, computed with the ωB97M-V functional and the def2-TZVPD basis.

Calculated values
Gap between HOMO and LUMO   4.4 eV
HOMO   -8.31 eV
Calculated total energy   -27481.8711 eV
Energy above the lowest of the compared OMol25 structures with the same formula, charge and spin   124.4 kcal per mole

Last column: Mulliken charge in e.
Cartesian coordinates (Å):
S 1.03 -1.60 -1.44  -0.06
S -2.46 0.21 0.66  -0.07
N 0.03 1.45 2.03  -0.69
C -0.65 -2.12 -1.73  -0.95
C -0.83 0.21 0.00  -1.01
C 0.24 1.27 0.62  0.65
C 1.73 0.78 0.45  -1.50
H 2.02 0.90 -0.57  0.41
H -0.48 2.33 2.21  0.26
H 0.05 2.19 0.09  0.34
H 2.47 1.30 1.07  0.36
H -1.26 -2.25 -0.93  0.34
H -1.18 -1.47 -2.44  0.35
H 1.91 -0.33 0.60  0.28
H -0.62 0.73 2.48  0.26
H -0.87 0.21 -1.13  0.43
H -0.70 -3.05 -2.30  0.36
H -0.43 -0.78 0.33  0.24

***

A molecular structure, C32H23BrCl6N3O4S3Y at a distorted geometry, computed with the ωB97M-V functional and the def2-TZVPD basis.

Calculated values
Gap between HOMO and LUMO   7.9 eV
HOMO   -7.92 eV
Calculated total energy   -224948.1641 eV

Last column: Mulliken charge in e.
Cartesian coordinates (Å):
Y -1.13 1.39 1.31  0.25
Br -0.70 -0.94 3.96  -0.09
Cl -4.04 -0.77 -1.88  -0.22
Cl -4.79 2.40 4.79  -0.15
Cl -4.50 -0.48 4.79  -0.14
Cl -2.88 3.67 0.89  -0.25
Cl -5.95 0.85 2.65  -0.09
Cl -7.94 2.84 -0.90  -0.24
S 1.59 4.73 4.03  -0.19
S 1.43 4.13 -2.26  -0.24
S 2.93 -3.66 -5.28  -0.24
O -2.33 1.18 -0.43  -0.23
O 3.60 -5.20 -3.22  -0.51
O -3.09 0.17 2.06  -0.54
O -2.38 1.88 3.26  -0.46
N 0.46 3.09 2.46  0.40
N 1.78 -1.09 2.79  -0.32
N 0.16 3.03 -0.37  0.49
C 0.51 -2.35 -2.34  -0.37
C -5.38 3.15 -0.07  -0.82
C 1.26 -1.33 -1.74  0.71
C 4.24 -6.08 -5.36  -1.10
C 1.09 4.05 1.67  0.12
C 1.54 -3.66 1.81  -0.23
C -5.87 1.14 -1.30  -0.74
C 0.72 -1.83 3.04  0.40
C -4.55 0.74 -1.19  0.46
C -3.59 1.52 -0.53  -0.73
C 2.28 -2.74 -3.92  0.08
C 3.62 -5.07 -4.42  0.73
C 1.73 5.02 2.36  -0.60
C -6.28 2.34 -0.75  0.47
C 1.04 3.93 0.21  -0.44
C 3.03 -1.72 -3.34  -0.61
C 2.66 -2.91 1.49  0.85
C 1.01 -3.05 -3.42  -0.47
C 0.30 0.04 0.33  -0.93
C 3.74 -3.44 0.58  -1.34
C 2.52 -1.02 -2.26  -0.45
C 0.66 3.33 3.74  0.39
C 0.26 3.02 -1.67  0.45
C -0.51 2.14 -2.61  -0.77
C 0.20 2.48 4.88  -0.83
C 0.54 -3.13 2.60  -0.68
C -4.07 2.72 0.02  1.16
C -3.25 1.02 2.96  0.19
C 2.73 -1.64 2.03  -0.56
C -4.59 0.98 3.77  0.68
C 0.72 -0.59 -0.62  0.17
C 1.81 4.62 -0.67  -0.58
H 0.36 3.00 5.83  0.48
H 3.60 -1.01 1.83  0.29
H 1.43 -4.67 1.42  0.45
H 0.75 1.54 4.89  0.17
H 5.31 -6.17 -5.12  0.28
H -6.58 0.51 -1.83  0.44
H -0.36 -3.67 2.84  0.42
H 4.01 -1.49 -3.74  0.44
H 2.26 5.87 1.96  0.42
H -0.86 2.25 4.78  0.09
H 0.13 1.80 -3.43  0.48
H -0.90 1.29 -2.07  -0.16
H 0.44 -3.84 -3.88  0.45
H 3.10 -0.24 -1.79  0.61
H 4.12 -5.80 -6.40  0.37
H 4.59 -2.76 0.54  0.35
H 4.09 -4.42 0.92  0.41
H -1.35 2.69 -3.05  0.33
H 2.58 5.35 -0.47  0.41
H -0.48 -2.57 -1.94  0.55
H 3.36 -3.57 -0.44  0.15
H -5.70 4.08 0.37  0.43
H 3.78 -7.06 -5.18  0.29

***

It is found that the E_LUMO values, taken in the order of the records, are 0.4 -3.9 0.0 eV.